# 1
Computed, not measured: a molecular structure, C22H19AgBrF9NO2PTe, with wB97M-V/def2-TZVPD.

Structure (XYZ):
```
57
Properties=species:S:1:pos:R:3:lowdin_charge:R:1
Te 2.85653 -0.80817 2.93847 1.721
Ag 1.84969 -0.04492 0.22711 0.626
Br 0.00338 1.72216 1.93617 0.903
P -0.71115 -0.62155 -0.39100 1.100
F -3.10391 -2.32952 0.67850 0.104
F -1.49682 1.22383 4.40650 0.090
F 1.10788 -1.31899 2.36760 -0.422
F -3.38609 -0.59589 4.98007 0.149
F 2.00829 0.01096 4.38051 -0.373
F -4.19282 -2.35259 3.08117 0.138
F 3.39187 -1.98316 1.54954 -0.408
F 4.54588 -0.87379 3.71716 -0.368
F 2.63396 -2.37395 3.93331 -0.364
O 1.61832 1.67147 -1.41156 -0.087
O 3.15777 0.66514 1.99300 -0.650
N 3.07464 3.20339 -0.58237 -0.136
C 0.77077 3.86182 -1.02810 -0.007
C 4.19186 2.26761 -0.54621 -0.042
C -1.37985 -3.28045 -1.30143 -0.096
C -3.06474 0.76249 -1.07150 -0.085
C 0.91473 -2.79281 -0.82376 -0.116
C 0.30265 -4.98262 -1.57186 -0.073
C -1.25221 0.34537 2.22457 -0.584
C -3.22166 -1.48440 2.81729 -0.132
C -2.81918 -0.58720 3.78282 -0.130
C -2.03658 -0.49427 -2.84318 -0.094
C 3.29988 4.51209 0.02293 -0.035
C -4.03476 0.77263 -3.27368 -0.084
C -1.60264 -0.58604 1.23920 -0.315
C -1.02143 -4.57089 -1.65684 -0.069
C 1.27647 -4.08747 -1.16011 -0.066
C 1.86263 2.82174 -1.02352 -0.532
C -4.04628 1.19369 -1.95210 -0.078
C -2.06448 -0.10505 -1.50364 -0.353
C -0.41621 -2.37812 -0.84566 -0.353
C -1.83972 0.33785 3.47673 -0.264
C -2.62443 -1.46313 1.57182 -0.204
C -3.02239 -0.06647 -3.71905 -0.076
H 4.46215 2.03048 0.48318 0.077
H -1.78333 -5.26100 -1.99883 0.107
H -3.08580 1.10112 -0.04256 0.104
H 0.55776 4.19725 -0.01015 0.070
H -1.24113 -1.13793 -3.19996 0.110
H -2.41080 -2.97530 -1.39323 0.101
H 1.04909 4.73578 -1.61808 0.086
H 2.31392 -4.39179 -1.10633 0.111
H -0.12334 3.40906 -1.44545 0.085
H 2.99908 5.31915 -0.64442 0.088
H 3.91645 1.35440 -1.06034 0.073
H 4.36180 4.61844 0.22363 0.091
H 0.57728 -5.99337 -1.84856 0.107
H -2.99829 -0.38975 -4.75245 0.106
H -4.82543 1.85998 -1.60229 0.106
H -4.81140 1.09716 -3.95437 0.104
H 5.04953 2.70546 -1.05844 0.095
H 2.76489 4.61772 0.96894 0.097
H 1.69772 -2.08767 -0.55920 0.046
```

Properties
- HOMO: -8.80 eV
- LUMO energy: -0.15 eV
- Frontier orbital gap: 8.65 eV

---

# 2
Computed, not measured: 2 unconnected molecules or ions with the total composition H4OS, with wB97M-V/def2-TZVPD.

Structure (XYZ):
```
6
Properties=species:S:1:pos:R:3:lowdin_charge:R:1
S -1.11900 0.88988 -0.48451 0.429
O 1.98255 -1.16813 0.42478 -0.185
H 0.86066 -1.01469 0.58132 0.119
H 2.09222 -1.37666 -0.53385 0.027
H -2.38290 1.38594 -0.77889 -0.190
H -1.43352 1.28367 0.79115 -0.200
```

Properties
- HOMO: -10.11 eV
- Relative energy (zero: lowest compared OMol25 entry of this formula, charge and spin): 17.6 kcal/mol
- LUMO energy: 0.60 eV
- Frontier orbital gap: 10.71 eV
- SMILES string: O.S

---

# 3
Computed, not measured: 5 unconnected molecules or ions with the total composition CH11O5, with wB97M-V/def2-TZVPD.

Structure (XYZ):
```
17
Properties=species:S:1:pos:R:3:lowdin_charge:R:1
O -0.33942 0.04827 -0.75102 -0.403
O 2.11326 -0.25811 -1.44618 -0.159
O -0.14146 1.61789 1.23227 -0.131
O 0.76028 0.31869 3.46215 -0.113
O -0.05327 -2.62240 -0.30301 -0.171
C -1.17842 0.69545 -1.64877 -0.222
H -1.25097 1.60444 -1.28676 0.006
H -0.82252 0.66720 -2.66500 0.061
H -0.09078 0.89454 0.43938 0.032
H 1.40515 -0.23174 2.96488 0.040
H 1.90914 -1.20977 -1.50897 0.004
H 1.21426 -0.05188 -0.99358 -0.008
H -1.04148 1.71053 1.41696 -0.012
H -2.16110 0.11233 -1.72170 0.088
H -0.23389 -1.56148 -0.45862 0.053
H 0.46171 0.91166 2.76562 -0.042
H -0.55048 -2.64562 0.50236 -0.022
```

Properties
- Charge: -1
- HOMO: -5.06 eV
- Relative energy (zero: lowest compared OMol25 entry of this formula, charge and spin): 19.0 kcal/mol
- LUMO energy: 3.91 eV
- Frontier orbital gap: 8.97 eV

---

Question: Which of these has the lowest frontier orbital gap?
Answer: C22H19AgBrF9NO2PTe